{
  "formula": "C38H57Br2I3O17S5",
  "method": "the ωB97M-V functional and the def2-TZVPD basis",
  "orbital_gap_ev": 7.3,
  "e_homo_ev": -8.187,
  "species": ["C", "C", "C", "I", "C", "C", "C", "Br", "C", "C", "Br", "C", "C", "C", "C", "C", "O", "C", "C", "C", "C", "C", "C", "C", "I", "C", "C", "I", "C", "O", "H", "H", "H", "H", "H", "H", "H", "H", "H", "H", "H", "H", "H", "H", "H", "H", "H", "O", "S", "O", "O", "C", "C", "C", "H", "H", "H", "H", "H", "H", "H", "H", "O", "S", "O", "O", "C", "C", "C", "H", "H", "H", "H", "H", "H", "H", "H", "O", "S", "O", "O", "C", "C", "C", "H", "H", "H", "H", "H", "H", "H", "H", "O", "S", "O", "O", "C", "C", "C", "H", "H", "H", "H", "H", "H", "H", "H", "O", "S", "O", "O", "C", "C", "C", "H", "H", "H", "H", "H", "H", "H", "H"],
  "xyz": [[2.36488, -1.34604, -3.54707], [2.23410, 0.16542, -3.72802], [3.55960, 0.86427, -4.07649], [3.48162, 2.98188, -3.66566], [4.83546, 0.24403, -3.56410], [5.84205, -0.07855, -4.49605], [5.69087, 0.17333, -5.94927], [6.07578, 1.96170, -6.46869], [5.39020, -0.72822, -6.87380], [5.30139, -0.44372, -8.34120], [5.06352, -2.50387, -6.30990], [7.04966, -0.66163, -4.10199], [7.30034, -0.94008, -2.77672], [6.31133, -0.65312, -1.84015], [5.09122, -0.07884, -2.21035], [4.11014, 0.17859, -1.11428], [3.28724, 1.04772, -1.17765], [4.20344, -0.69135, 0.09907], [5.44142, -1.24727, 0.44508], [5.60623, -2.04620, 1.56973], [4.50604, -2.33491, 2.36054], [3.26343, -1.81474, 2.01737], [3.09614, -0.97667, 0.91447], [1.72319, -0.45099, 0.69209], [0.41664, -1.73928, -0.30957], [1.37394, 0.73003, 1.18045], [2.33050, 1.59242, 1.94875], [-0.56635, 1.50346, 1.00393], [6.61163, -0.98265, -0.42598], [7.74265, -1.07719, -0.02478], [2.89999, -1.62935, -2.64811], [1.36211, -1.76074, -3.51549], [2.85194, -1.76218, -4.42735], [1.59135, 0.30772, -4.59547], [1.71966, 0.63263, -2.89779], [3.63123, 0.84565, -5.15467], [6.30563, -0.32692, -8.73872], [4.81771, -1.27173, -8.84819], [4.71585, 0.45247, -8.50388], [7.79144, -0.88176, -4.85327], [8.22186, -1.38195, -2.44031], [6.59515, -2.41788, 1.78218], [4.63669, -2.96069, 3.22893], [2.41290, -2.06160, 2.63393], [1.81822, 2.46440, 2.33318], [3.15437, 1.93777, 1.32829], [2.73962, 1.01535, 2.77519], [2.92105, 2.45000, 5.50491], [4.33685, 2.49410, 5.71498], [4.87610, 2.26685, 7.02000], [4.89415, 3.86825, 5.14632], [4.25677, 5.08617, 5.59000], [4.68299, 5.48975, 6.98688], [5.14724, 1.43267, 4.56847], [3.17421, 4.97475, 5.51490], [4.56241, 5.83806, 4.86566], [4.32044, 4.78458, 7.73339], [4.28270, 6.47585, 7.22309], [5.76969, 5.52180, 7.06119], [4.76478, 1.63086, 3.57120], [4.92268, 0.41088, 4.86731], [6.21713, 1.61452, 4.62190], [-1.34332, -3.57259, -2.21178], [-2.05515, -4.30631, -3.21410], [-2.41122, -3.66616, -4.44253], [-3.34047, -4.95187, -2.55197], [-4.21727, -4.08457, -1.78802], [-5.07996, -3.21537, -2.67618], [-1.20422, -5.80398, -3.56956], [-3.62121, -3.48834, -1.09590], [-4.82817, -4.76391, -1.19731], [-4.48253, -2.48314, -3.21466], [-5.81389, -2.67592, -2.07837], [-5.60436, -3.81831, -3.41688], [-0.95930, -6.29902, -2.63430], [-0.29840, -5.53417, -4.10787], [-1.84161, -6.42683, -4.19091], [-6.18138, -1.27464, -4.92575], [-6.05726, -0.44679, -6.08631], [-6.44593, 0.92765, -6.02809], [-6.80900, -1.15562, -7.29635], [-8.17440, -1.57028, -7.08172], [-9.15125, -0.41365, -7.14729], [-4.42408, -0.56858, -6.72529], [-8.24492, -2.10294, -6.13220], [-8.37577, -2.28470, -7.87738], [-9.01125, 0.27302, -6.31386], [-10.17319, -0.79200, -7.11272], [-9.01387, 0.15120, -8.06901], [-4.14935, -1.61768, -6.79131], [-3.77264, -0.04912, -6.02616], [-4.39397, -0.08777, -7.69922], [-3.50044, 3.18451, 1.60406], [-4.14695, 2.38624, 2.60490], [-4.38102, 0.99496, 2.37309], [-5.51973, 3.08986, 3.00114], [-6.42553, 3.42799, 1.92976], [-7.18528, 2.22514, 1.40756], [-3.31111, 2.60034, 4.13359], [-5.87279, 3.92988, 1.13427], [-7.11139, 4.15282, 2.36393], [-6.52193, 1.52447, 0.90288], [-7.94617, 2.54938, 0.69720], [-7.66887, 1.69318, 2.22678], [-3.17032, 3.66364, 4.30581], [-2.35080, 2.09662, 4.04943], [-3.89681, 2.14581, 4.92665], [-1.82941, 1.17236, 6.51799], [-1.39370, 0.25005, 7.52342], [-1.14006, -1.11268, 7.17708], [-2.41943, 0.30435, 8.73707], [-3.82160, 0.13808, 8.43466], [-4.19409, -1.30729, 8.17449], [0.00156, 0.90863, 8.36610], [-4.08789, 0.77902, 7.59284], [-4.34106, 0.51441, 9.31349], [-3.74087, -1.67599, 7.25556], [-5.27664, -1.39781, 8.08328], [-3.85301, -1.94275, 8.99141], [-0.21212, 1.93419, 8.65259], [0.83720, 0.87425, 7.67006], [0.20703, 0.29013, 9.23539]],
  "atomic_forces_ev_per_a": [[-0.23, 0.43, -0.42], [-0.05, -0.06, -0.17], [-0.02, -0.29, 0.12], [0.01, 0.00, -0.14], [0.36, 0.06, 0.28], [0.01, -0.02, 0.26], [-0.07, -0.01, 0.28], [0.02, -0.04, -0.07], [0.04, 0.42, -0.05], [-0.13, -0.58, 0.26], [-0.03, -0.15, -0.08], [-0.14, 0.14, 0.18], [-0.45, 0.25, -0.03], [0.11, 0.06, -0.42], [0.21, -0.14, -0.32], [0.35, -0.47, 0.18], [-0.59, 0.58, -0.11], [0.08, -0.49, 0.42], [-0.19, 0.06, 0.02], [-0.19, 0.29, -0.19], [0.14, 0.18, -0.30], [0.44, -0.12, 0.13], [-0.07, -0.08, -0.02], [-0.11, 0.05, -0.15], [0.17, -0.03, -0.03], [-0.39, 0.02, -0.02], [-0.08, 0.06, 0.02], [0.11, 0.03, 0.00], [-0.55, -0.01, 0.00], [0.65, -0.15, 0.20], [0.08, -0.15, 0.11], [-0.09, -0.18, 0.20], [0.23, -0.19, 0.06], [-0.13, 0.21, -0.05], [0.08, -0.01, 0.27], [0.07, 0.11, -0.18], [0.07, 0.16, -0.19], [0.00, -0.05, -0.11], [0.04, 0.24, -0.12], [0.07, -0.05, -0.13], [0.18, -0.03, 0.01], [0.10, -0.10, 0.11], [-0.16, -0.10, 0.13], [-0.22, 0.06, -0.02], [0.05, 0.10, 0.22], [0.08, -0.04, -0.23], [0.03, 0.06, 0.18], [-0.15, -0.04, 0.19], [0.36, 0.04, -0.33], [-0.17, -0.05, 0.12], [0.04, -0.12, -0.03], [-0.19, 0.41, 0.16], [0.03, -0.19, 0.06], [0.01, 0.00, -0.05], [0.02, -0.11, -0.01], [0.08, -0.11, -0.08], [-0.02, 0.00, -0.01], [0.00, 0.02, -0.05], [0.00, 0.05, -0.02], [0.01, 0.02, 0.00], [-0.03, 0.01, 0.03], [0.00, 0.01, 0.03], [0.10, 0.20, 0.01], [-0.23, -0.32, 0.04], [0.09, 0.11, -0.03], [0.12, -0.08, -0.09], [-0.36, 0.32, 0.25], [0.18, -0.02, -0.15], [0.03, -0.05, 0.01], [0.11, -0.04, -0.07], [0.09, -0.14, -0.07], [-0.03, 0.03, 0.01], [0.01, -0.03, 0.05], [-0.04, 0.00, 0.03], [-0.01, 0.01, 0.01], [-0.01, 0.05, 0.00], [-0.01, 0.01, -0.01], [-0.14, 0.04, 0.17], [0.17, -0.10, -0.29], [-0.03, 0.03, 0.12], [0.13, 0.04, -0.04], [-0.44, -0.10, 0.05], [0.12, 0.13, 0.07], [0.03, -0.03, -0.05], [0.10, 0.05, 0.03], [0.14, 0.01, -0.05], [0.00, -0.02, 0.01], [0.01, -0.05, -0.02], [-0.03, -0.04, -0.03], [-0.01, -0.01, 0.02], [-0.03, 0.01, 0.04], [-0.02, 0.02, 0.00], [-0.02, -0.14, -0.26], [0.06, 0.18, 0.41], [0.05, -0.02, -0.16], [0.08, -0.03, 0.09], [-0.30, 0.08, -0.34], [0.14, -0.13, 0.03], [-0.06, 0.02, 0.05], [0.09, -0.04, 0.05], [0.08, 0.00, 0.13], [0.01, 0.02, -0.01], [-0.01, 0.05, 0.02], [-0.04, 0.04, 0.00], [-0.01, 0.00, -0.01], [-0.02, -0.04, -0.04], [0.01, -0.04, 0.00], [-0.10, -0.02, -0.16], [0.13, 0.08, 0.31], [0.00, -0.03, -0.13], [0.11, 0.03, 0.03], [-0.44, -0.10, -0.08], [0.17, -0.05, -0.08], [0.02, 0.02, 0.03], [0.11, 0.01, -0.02], [0.13, 0.04, 0.06], [-0.01, 0.02, -0.01], [-0.02, 0.04, 0.03], [-0.05, 0.02, 0.04], [-0.02, 0.00, -0.01], [-0.01, 0.01, -0.05], [-0.01, -0.02, -0.01]],
  "lowdin_charge": [-0.103, -0.285, -0.659, 0.892, -0.169, -0.268, -0.712, 0.804, -0.747, -0.151, 0.817, -0.016, 0.024, -0.067, -0.020, -0.275, 0.056, -0.019, -0.078, 0.002, -0.041, -0.022, -0.238, -0.776, 1.009, -0.811, -0.141, 0.964, -0.299, 0.125, 0.056, 0.054, 0.039, 0.109, 0.077, 0.043, 0.086, 0.060, 0.062, 0.126, 0.123, 0.119, 0.108, 0.125, 0.047, 0.085, 0.066, -0.282, 0.560, -0.275, -0.261, -0.248, -0.072, -0.115, 0.114, 0.122, 0.071, 0.081, 0.085, 0.056, 0.078, 0.079, -0.376, 0.555, -0.275, -0.260, -0.236, -0.081, -0.117, 0.116, 0.121, 0.061, 0.088, 0.086, 0.076, 0.077, 0.075, -0.277, 0.570, -0.271, -0.263, -0.253, -0.073, -0.114, 0.113, 0.121, 0.072, 0.080, 0.084, 0.075, 0.080, 0.075, -0.332, 0.531, -0.279, -0.263, -0.253, -0.073, -0.129, 0.114, 0.120, 0.072, 0.081, 0.083, 0.080, 0.054, 0.065, -0.280, 0.573, -0.268, -0.262, -0.249, -0.071, -0.112, 0.108, 0.121, 0.073, 0.081, 0.085, 0.076, 0.074, 0.077]
}